Density functional theory data (wB97M-V/def2-TZVPD) for a 2-piece molecular cluster, C7H12O overall.

Calculated values
Charge: 0
Relative energy (zero: lowest compared OMol25 entry of this formula, charge and spin) in kJ/mol: 355.1
Max |F| in Eh/bohr: 0.1171
SMILES: C=CC(=C)/C=C/C.O
Multiplicity: 1
HOMO in eV: -8.80
LUMO in eV: 0.592

Each line ends with the Mulliken charge.
CARTESIAN COORDINATES (ANGSTROEM)
C: 1.742 -0.720 -1.599  -0.937
C: 0.698 0.101 -1.567  -0.048
C: 0.539 1.055 -0.503  0.185
C: 1.087 2.343 -0.465  -0.995
C: -0.109 0.511 0.728  -0.337
C: -1.398 0.781 0.868  -0.036
C: -2.176 0.216 1.940  -1.202
H: 1.859 -1.408 -2.264  0.446
H: 2.564 -0.769 -0.839  0.275
H: -0.248 0.034 -2.176  0.279
H: 1.635 2.793 -1.253  0.347
H: 0.877 2.876 0.396  0.346
H: 0.562 -0.120 1.330  0.339
H: -1.998 1.355 0.167  0.365
H: -2.235 -0.797 1.720  0.322
H: -1.895 0.526 2.917  0.307
H: -3.275 0.392 1.871  0.325
O: 0.470 -2.635 -0.227  -0.591
H: 1.339 -3.179 -0.443  0.318
H: -0.036 -3.354 -0.601  0.292

Density functional theory data (wB97M-V/def2-TZVPD) for a 2-piece molecular cluster, C7H12O overall.

Calculated values
Charge: 0
Relative energy (zero: lowest compared OMol25 entry of this formula, charge and spin) in kJ/mol: 208.9
Max |F| in Eh/bohr: 0.0222
SMILES: C=C/C=C/CC=C.O
Multiplicity: 1
HOMO in eV: -9.05
LUMO in eV: 0.716

Each line ends with the Mulliken charge.
CARTESIAN COORDINATES (ANGSTROEM)
C: 2.090 -1.035 0.731  -0.713
C: 1.226 -0.769 1.694  -0.199
C: 0.118 0.211 1.543  -0.108
C: -0.945 0.035 0.771  -0.189
C: -1.859 1.122 0.271  -0.578
C: -1.247 1.908 -0.875  -0.181
C: -0.186 1.522 -1.566  -0.446
H: 1.990 -0.785 -0.317  0.145
H: 2.946 -1.693 0.852  0.258
H: 1.328 -1.277 2.648  0.314
H: 0.368 1.205 1.916  0.270
H: -1.169 -0.985 0.469  0.258
H: -1.996 1.856 1.069  0.261
H: -2.822 0.688 0.003  0.329
H: -1.661 2.878 -1.122  0.307
H: 0.269 2.154 -2.319  0.280
H: 0.299 0.554 -1.491  -0.019
O: 0.651 -2.303 -1.622  -0.580
H: 0.538 -1.896 -2.486  0.309
H: 0.075 -3.076 -1.651  0.280

Density functional theory data (wB97M-V/def2-TZVPD) for one molecule with the formula C7H12O.

Calculated values
Charge: 0
Relative energy (zero: lowest compared OMol25 entry of this formula, charge and spin) in kJ/mol: 472.3
Max |F| in Eh/bohr: 0.0674
SMILES: C[C@@H]1C[C@@]2(C)C[C@H]2O1
Multiplicity: 1
HOMO in eV: -8.83
LUMO in eV: 0.988

Each line ends with the Mulliken charge.
CARTESIAN COORDINATES (ANGSTROEM)
C: 2.562 -0.312 0.044  -1.169
C: 1.215 0.246 -0.345  0.130
C: 0.245 0.726 0.900  -0.829
C: -1.072 0.173 0.343  0.971
C: -1.604 1.080 -0.712  -0.992
C: -1.988 -1.147 0.298  -0.975
C: -0.502 -1.080 -0.166  0.079
O: 0.476 -0.762 -1.137  -0.450
H: 2.965 0.368 0.828  0.321
H: 2.493 -1.423 0.410  0.222
H: 3.224 -0.328 -0.918  0.298
H: 1.394 1.107 -1.047  0.356
H: 0.419 1.830 1.103  0.300
H: 0.423 0.187 1.882  0.314
H: -0.706 1.569 -1.316  0.159
H: -2.441 0.477 -1.382  0.262
H: -2.130 1.977 -0.109  0.260
H: -2.178 -1.923 1.047  0.256
H: -2.853 -1.118 -0.313  0.221
H: 0.059 -1.646 0.590  0.267

Density functional theory data (wB97M-V/def2-TZVPD) for one molecule with the formula C7H12O2.

Calculated values
Charge: 0
Relative energy (zero: lowest compared OMol25 entry of this formula, charge and spin) in kJ/mol: 485.6
Max |F| in Eh/bohr: 0.0175
Multiplicity: 1
HOMO (alpha / beta) in eV: -9.06 / -9.06
LUMO (alpha / beta) in eV: -1.128 / -1.125

Each line ends with the Mulliken charge.
CARTESIAN COORDINATES (ANGSTROEM)
C: 0.360 2.107 -0.491  -0.803
C: -1.726 0.852 0.300  -1.596
C: -0.198 0.861 0.227  1.561
O: 0.155 3.272 0.291  -0.532
O: 0.415 0.632 1.388  -0.798
H: 0.519 3.081 1.166  0.355
H: 1.428 1.947 -0.685  0.371
H: -0.152 2.268 -1.442  0.324
H: -2.166 0.841 -0.699  0.339
H: -2.068 -0.023 0.852  0.347
H: -2.059 1.748 0.824  0.373
C: 1.063 -1.437 0.144  -0.281
C: 0.317 -2.667 0.620  -1.077
C: 0.275 -0.455 -0.734  -0.059
C: 0.188 -0.814 -1.918  -0.575
H: 1.027 -0.542 1.055  0.239
H: 2.062 -1.647 -0.236  0.463
H: -0.672 -2.402 0.994  0.277
H: 0.205 -3.428 -0.154  0.329
H: 0.877 -3.113 1.447  0.342
H: 0.149 -1.079 -2.949  0.401

Density functional theory data (wB97M-V/def2-TZVPD) for one molecule with the formula C7H12O2.

Calculated values
Charge: 0
Relative energy (zero: lowest compared OMol25 entry of this formula, charge and spin) in kJ/mol: 290.0
Max |F| in Eh/bohr: 0.0354
Multiplicity: 1
HOMO (alpha / beta) in eV: -6.97 / -6.55
LUMO (alpha / beta) in eV: 0.895 / 0.908

Each line ends with the Mulliken charge.
CARTESIAN COORDINATES (ANGSTROEM)
C: -0.518 1.282 0.844  0.768
C: 0.286 -1.222 -1.251  0.202
C: 0.785 0.571 0.614  -0.832
C: -1.128 1.642 2.145  -1.290
C: 0.796 -2.268 -0.264  -1.593
C: -0.320 1.248 -1.334  -1.373
C: 0.724 0.247 -0.894  0.567
O: -1.036 1.630 -0.295  -0.297
O: -1.116 -1.383 -1.312  -0.564
H: -1.504 -0.607 -1.736  0.402
H: 0.704 -1.434 -2.261  0.285
H: -0.770 1.326 -2.306  0.535
H: 1.625 1.256 0.815  0.335
H: 0.912 -0.297 1.255  0.294
H: 1.693 0.408 -1.368  0.473
H: -1.913 2.378 1.991  0.341
H: -1.567 0.767 2.632  0.278
H: -0.380 2.056 2.822  0.318
H: 0.234 -2.211 0.662  0.416
H: 0.637 -3.257 -0.688  0.373
H: 1.857 -2.132 -0.072  0.363

Density functional theory data (wB97M-V/def2-TZVPD) for one molecule with the formula C7H12O2S.

Calculated values
Charge: 0
Relative energy (zero: lowest compared OMol25 entry of this formula, charge and spin) in kJ/mol: 188.3
Max |F| in Eh/bohr: 0.0733
Multiplicity: 1
HOMO (alpha / beta) in eV: -8.87 / -8.43
LUMO (alpha / beta) in eV: -0.895 / -1.186

Each line ends with the Mulliken charge.
CARTESIAN COORDINATES (ANGSTROEM)
C: 0.238 -0.525 0.586  0.101
C: 1.272 0.462 0.388  0.595
C: -1.084 -0.641 -0.151  1.604
C: 2.512 0.368 1.197  -1.429
C: 1.181 1.685 -0.548  -1.168
C: -1.264 -0.258 -1.636  -1.442
C: -1.770 -1.938 0.258  -1.464
O: 0.464 -1.362 1.475  -0.701
O: -1.509 1.924 0.052  -0.454
S: -1.932 0.707 0.815  0.223
H: 2.468 1.048 2.050  0.312
H: 3.417 0.659 0.662  0.400
H: 2.446 -0.660 1.745  0.289
H: 0.657 1.322 -1.436  0.231
H: 2.184 2.105 -0.779  0.399
H: 0.615 2.475 -0.077  0.283
H: -0.314 -0.174 -2.164  0.297
H: -1.778 0.630 -1.601  0.488
H: -1.946 -1.093 -2.063  0.340
H: -2.396 -1.738 1.081  0.376
H: -1.001 -2.630 0.596  0.321
H: -2.460 -2.364 -0.451  0.400

Q: Which formula does entry 1 have?
A: C7H12O

Copy entry 1 word for word.
Density functional theory data (wB97M-V/def2-TZVPD) for a 2-piece molecular cluster, C7H12O overall.

Calculated values
Charge: 0
Relative energy (zero: lowest compared OMol25 entry of this formula, charge and spin) in kJ/mol: 355.1
Max |F| in Eh/bohr: 0.1171
SMILES: C=CC(=C)/C=C/C.O
Multiplicity: 1
HOMO in eV: -8.80
LUMO in eV: 0.592

Each line ends with the Mulliken charge.
CARTESIAN COORDINATES (ANGSTROEM)
C: 1.742 -0.720 -1.599  -0.937
C: 0.698 0.101 -1.567  -0.048
C: 0.539 1.055 -0.503  0.185
C: 1.087 2.343 -0.465  -0.995
C: -0.109 0.511 0.728  -0.337
C: -1.398 0.781 0.868  -0.036
C: -2.176 0.216 1.940  -1.202
H: 1.859 -1.408 -2.264  0.446
H: 2.564 -0.769 -0.839  0.275
H: -0.248 0.034 -2.176  0.279
H: 1.635 2.793 -1.253  0.347
H: 0.877 2.876 0.396  0.346
H: 0.562 -0.120 1.330  0.339
H: -1.998 1.355 0.167  0.365
H: -2.235 -0.797 1.720  0.322
H: -1.895 0.526 2.917  0.307
H: -3.275 0.392 1.871  0.325
O: 0.470 -2.635 -0.227  -0.591
H: 1.339 -3.179 -0.443  0.318
H: -0.036 -3.354 -0.601  0.292

Q: Look up the relative energy (zero: lowest compared OMol25 entry of this formula, charge and spin) of the sixth one.
A: 188.3 kJ/mol